1.
The molecule C3H5N3, computed with the ωB97M-V functional and the def2-TZVPD basis.

```
11
C3H5N3 | OMol25 | the ωB97M-V functional and the def2-TZVPD basis
C -1.648 -0.343 0.018
C -0.170 -0.115 -0.014
C 0.532 1.109 -0.055
N 1.829 0.862 -0.092
N 1.895 -0.456 -0.098
N 0.726 -1.096 -0.013
H -2.125 0.312 0.756
H -2.100 -0.127 -0.956
H -1.867 -1.381 0.277
H 0.179 2.128 -0.014
H 2.751 -0.892 0.191
```

## Properties
**Spin multiplicity**: 1
**Energy relative to the best compared isomer or geometry (same formula, charge and spin)**: 19.11 kcal per mole
**Charge**: 0
**Orbital gap**: 11.00 eV
**Strongest force on any atom**: 0.47 eV Å⁻¹
**Structure (SMILES)**: Cc1cn[nH]n1

Results of the Mulliken charge analysis, in e, for atoms 1 through 5: -1.006, 0.635, -0.221, -0.560, 0.234

---

2.
The molecule C12H12N2O, computed with the ωB97M-V functional and the def2-TZVPD basis.

```
27
C12H12N2O | OMol25 | the ωB97M-V functional and the def2-TZVPD basis
C -4.272 -1.397 0.269
C -3.378 -2.246 -0.448
C -3.824 -0.178 0.788
C -2.018 -1.895 -0.484
C -2.503 0.174 0.679
C -1.553 -0.710 0.175
C 3.384 1.098 -0.004
C 3.309 -0.455 0.031
C 0.774 -1.186 0.140
C 2.019 1.153 0.002
C 4.272 -1.547 0.052
C 1.012 2.175 -0.236
N -0.275 -0.315 0.112
N 1.959 -0.387 -0.012
O 0.836 -2.413 0.258
H -5.339 -1.731 0.366
H -3.789 -3.156 -0.910
H -4.328 0.695 1.163
H -1.344 -2.442 -1.062
H -2.198 1.128 1.130
H 4.252 1.809 0.005
H 4.489 -1.776 1.115
H 5.043 -1.119 -0.567
H 3.987 -2.380 -0.551
H 1.485 3.196 -0.435
H 0.383 2.709 0.624
H 0.325 1.779 -0.987
```

## Properties
**Spin multiplicity**: 1
**Energy relative to the best compared isomer or geometry (same formula, charge and spin)**: 112.69 kcal per mole
**Charge**: 0
**Orbital gap (spin up / spin down)**: 5.20 / 5.19 eV
**Strongest force on any atom**: 4.18 eV Å⁻¹

Results of the Mulliken charge analysis, in e, for atoms 1 through 5: -0.402, -0.520, -0.469, -0.229, -0.155

---

3.
A 2-piece molecular cluster, C3H8N2O2 overall, computed with the ωB97M-V functional and the def2-TZVPD basis.

```
15
C3H8N2O2 | OMol25 | the ωB97M-V functional and the def2-TZVPD basis
H -0.113 -2.379 -0.176
N 0.380 -1.584 -0.417
C 0.070 -0.414 -0.046
C -1.059 0.007 0.852
C -0.771 0.781 2.119
H 0.709 0.277 -0.554
H -1.577 0.756 0.208
H -1.644 -0.825 1.203
H -0.390 0.303 3.009
H 0.033 1.611 1.975
H -1.601 1.484 2.536
O 1.730 1.417 -3.136
N 1.953 0.416 -2.583
O 1.084 -0.586 -2.826
H 1.195 -1.263 -2.166
```

## Properties
**Spin multiplicity**: 1
**Energy relative to the best compared isomer or geometry (same formula, charge and spin)**: 113.94 kcal per mole
**Charge**: 0
**Orbital gap**: 10.62 eV
**Strongest force on any atom**: 4.73 eV Å⁻¹
**Structure (SMILES)**: [H]/N=C\CC.O=NO

Results of the Mulliken charge analysis, in e, for atoms 1 through 5: 0.170, -0.659, 0.105, -0.171, -1.146

---

4.
A 2-piece molecular cluster, C3H7N3 overall, computed with the ωB97M-V functional and the def2-TZVPD basis.

```
13
C3H7N3 | OMol25 | the ωB97M-V functional and the def2-TZVPD basis
C 0.782 -0.137 -2.043
C 1.401 0.388 1.416
C -0.669 -0.516 0.477
N -0.322 -0.376 -2.234
N -2.009 -0.183 0.173
N 0.172 0.399 0.844
H 2.118 1.156 1.126
H 1.860 -0.671 1.336
H 1.792 0.013 -1.822
H -0.507 -1.519 0.724
H -2.098 0.810 -0.108
H -2.436 -0.664 -0.488
H -0.083 1.299 0.599
```

## Properties
**Spin multiplicity**: 1
**Energy relative to the best compared isomer or geometry (same formula, charge and spin)**: 89.48 kcal per mole
**Charge**: 0
**Orbital gap**: 7.16 eV
**Strongest force on any atom**: 6.14 eV Å⁻¹

Results of the Mulliken charge analysis, in e, for atoms 1 through 5: 0.085, -0.722, -0.096, -0.383, -0.560

---

5.
A 13-piece molecular cluster, C19H66N24O13 overall, computed with the ωB97M-V functional and the def2-TZVPD basis.

```
122
C19H66N24O13 | OMol25 | the ωB97M-V functional and the def2-TZVPD basis
C 11.483 18.421 16.144
C 12.187 17.087 16.030
C 11.759 16.309 14.807
O 10.288 16.243 14.770
C 9.669 15.246 15.501
N 13.647 17.266 15.907
H 11.507 18.976 15.193
H 11.933 18.953 17.000
H 10.430 18.156 16.323
H 11.887 16.453 16.879
H 12.130 15.256 14.713
H 12.131 16.841 13.935
H 9.268 15.648 16.466
H 10.417 14.457 15.745
H 8.830 14.807 14.939
H 13.992 16.318 15.792
H 14.009 17.575 16.792
C 17.385 12.654 15.387
C 15.861 12.400 15.428
C 15.532 11.173 16.329
O 15.990 11.478 17.695
C 16.511 10.421 18.422
N 15.082 13.614 15.863
H 17.596 13.383 14.619
H 17.787 11.684 15.027
H 17.720 12.920 16.401
H 15.409 12.222 14.455
H 16.153 10.303 16.021
H 14.474 10.882 16.292
H 17.279 9.855 17.860
H 15.808 9.669 18.819
H 16.915 10.805 19.375
H 15.230 13.675 16.853
H 15.576 14.382 15.422
C 17.086 15.275 8.781
O 17.231 15.799 9.860
N 17.984 15.279 7.851
N 16.001 14.602 8.455
H 17.875 14.853 6.985
H 18.866 15.675 7.947
H 16.039 13.928 7.715
H 15.268 14.643 9.133
C 11.004 17.183 10.814
O 11.262 15.996 11.032
N 10.460 18.044 11.713
N 11.100 17.724 9.576
H 10.647 17.834 12.667
H 10.046 18.909 11.406
H 11.312 18.749 9.537
H 11.382 17.047 8.836
C 15.650 10.090 8.818
O 16.229 10.450 7.767
N 16.204 10.361 10.088
N 14.650 9.135 8.919
H 16.790 11.172 9.979
H 15.593 10.497 10.912
H 14.522 8.798 7.958
H 15.007 8.429 9.569
C 13.799 19.504 11.745
O 12.611 19.623 11.421
N 14.706 18.787 11.150
N 14.309 20.164 12.765
H 14.581 18.706 10.182
H 15.667 19.011 11.339
H 15.223 20.003 13.134
H 13.624 20.602 13.353
C 10.890 10.163 11.489
O 11.377 11.282 11.662
N 11.541 8.991 11.681
N 9.544 9.947 11.445
H 12.520 9.078 11.890
H 10.989 8.302 12.128
H 9.181 9.192 10.848
H 8.956 10.762 11.476
C 12.791 14.188 7.475
O 12.462 15.313 7.222
N 12.761 13.671 8.741
N 13.158 13.198 6.618
H 12.182 14.254 9.344
H 12.509 12.702 8.898
H 13.496 12.341 6.998
H 13.320 13.356 5.656
C 8.367 13.403 11.978
O 8.088 12.235 11.621
N 7.428 14.340 12.142
N 9.656 13.786 12.309
H 6.629 14.070 11.581
H 7.735 15.278 12.230
H 10.034 14.711 12.105
H 10.370 13.056 12.207
C 12.003 10.612 15.420
O 11.879 9.450 15.084
N 11.894 10.938 16.706
N 12.252 11.628 14.683
H 11.923 10.312 17.496
H 11.396 11.805 16.785
H 12.406 12.548 15.117
H 11.836 11.567 13.770
C 14.309 13.894 12.380
O 15.066 12.921 12.368
N 12.987 13.771 12.242
N 14.697 15.137 12.489
H 12.799 12.857 11.833
H 12.426 14.555 11.978
H 15.665 15.419 12.300
H 13.980 15.701 12.007
C 19.109 12.469 11.041
O 19.556 11.533 11.623
N 17.941 13.013 11.290
N 19.726 13.165 10.083
H 17.748 13.973 10.944
H 17.550 12.709 12.172
H 19.278 13.746 9.429
H 20.516 12.726 9.680
C 15.159 8.759 13.522
O 16.406 8.734 13.413
N 14.328 7.750 13.752
N 14.534 9.950 13.200
H 13.359 7.837 13.938
H 14.830 6.931 14.007
H 13.622 10.086 13.625
H 15.090 10.784 13.289
```

## Properties
**Spin multiplicity**: 1
**Energy relative to the best compared isomer or geometry (same formula, charge and spin)**: 12.56 kcal per mole
**Charge**: 0
**Orbital gap**: 9.48 eV
**Strongest force on any atom**: 4.74 eV Å⁻¹

Results of the Mulliken charge analysis, in e, for atoms 1 through 5: -1.307, 0.660, 0.926, -0.279, -0.681

---

6.
The molecule C9H10NOP, computed with the ωB97M-V functional and the def2-TZVPD basis.

```
22
C9H10NOP | OMol25 | the ωB97M-V functional and the def2-TZVPD basis
C -2.353 -0.336 2.736
C -2.497 0.427 1.587
C -1.315 -1.249 2.828
C -1.615 0.283 0.534
C -0.440 -1.408 1.772
C -0.578 -0.647 0.609
C 2.739 0.761 -2.014
C 1.928 0.507 -3.073
C 2.315 1.042 -0.700
N -0.081 0.004 -1.890
O 0.597 0.284 -3.088
P 0.645 -0.980 -0.684
H -3.045 -0.216 3.557
H -3.305 1.142 1.511
H -1.191 -1.840 3.726
H -1.727 0.901 -0.343
H 0.365 -2.127 1.832
H 3.801 0.682 -2.204
H 2.307 0.387 -4.077
H 3.039 1.034 0.096
H 1.422 1.618 -0.530
H -1.014 -0.269 -2.185
```

## Properties
**Spin multiplicity**: 1
**Energy relative to the best compared isomer or geometry (same formula, charge and spin)**: 89.16 kcal per mole
**Charge**: 0
**Orbital gap (spin up / spin down)**: 6.80 / 6.80 eV
**Strongest force on any atom**: 2.34 eV Å⁻¹

Results of the Mulliken charge analysis, in e, for atoms 1 through 5: -0.394, -0.594, -0.535, -0.146, -0.613

---

7.
C27H27GaN6O3S2 as an isolated structure, computed with the ωB97M-V functional and the def2-TZVPD basis.

```
66
C27H27GaN6O3S2 | OMol25 | the ωB97M-V functional and the def2-TZVPD basis
Ga 10.665 12.826 10.165
N 14.861 12.430 10.238
C 14.867 13.841 10.150
C 15.878 14.793 10.093
C 15.435 16.130 9.897
C 14.061 16.458 9.798
C 13.045 15.472 10.010
C 13.465 14.137 10.150
N 12.719 12.992 10.231
C 13.594 11.941 10.263
C 13.287 10.582 10.293
C 14.250 9.603 10.107
S 13.435 8.030 10.047
C 11.960 8.809 10.364
N 11.968 10.128 10.421
H 15.665 11.826 10.265
H 16.892 14.512 10.324
H 16.178 16.916 9.818
H 13.784 17.446 9.450
H 11.964 15.761 10.109
H 15.309 9.709 10.004
H 11.062 8.244 10.552
O 10.181 14.284 11.523
N 10.226 13.517 12.527
O 10.682 12.305 12.286
C 9.274 17.293 9.450
N 9.719 16.568 8.259
C 9.750 17.257 6.945
C 9.844 15.281 8.385
N 10.197 14.175 8.655
H 9.839 18.189 9.553
H 9.321 16.703 10.374
H 8.237 17.643 9.240
H 8.838 16.940 6.371
H 10.583 16.912 6.358
H 9.791 18.317 7.133
O 9.043 11.815 10.057
S 7.697 12.021 10.910
C 7.565 10.491 11.944
C 7.170 9.360 11.051
C 8.030 8.965 10.036
C 7.635 7.932 9.165
C 6.373 7.395 9.242
C 5.472 7.833 10.229
C 5.889 8.775 11.160
C 6.253 11.960 9.704
C 6.544 12.100 8.218
C 6.539 10.943 7.412
C 7.041 11.040 6.092
C 7.398 12.310 5.607
C 7.301 13.475 6.387
C 6.861 13.330 7.698
H 6.835 10.695 12.721
H 8.518 10.421 12.410
H 9.007 9.404 9.991
H 8.362 7.535 8.483
H 6.039 6.565 8.615
H 4.436 7.482 10.264
H 5.191 9.119 11.957
H 5.713 12.856 10.038
H 5.676 11.040 10.040
H 6.254 10.006 7.863
H 7.271 10.128 5.519
H 7.899 12.398 4.651
H 7.592 14.461 5.983
H 6.804 14.201 8.370
```

## Properties
**Spin multiplicity**: 1
**Charge**: +2
**Orbital gap**: 8.07 eV
**Strongest force on any atom**: 4.44 eV Å⁻¹

Results of the Mulliken charge analysis, in e, for atoms 1 through 5: 0.622, -0.063, 0.385, -1.111, -0.481

---

8.
The molecule CH4FNO2, computed with the ωB97M-V functional and the def2-TZVPD basis.

```
9
CH4FNO2 | OMol25 | the ωB97M-V functional and the def2-TZVPD basis
O 0.374 -1.133 0.114
C -0.367 0.012 0.032
O 0.130 0.991 0.798
N -0.561 0.266 -1.368
F -0.801 1.646 -1.469
H 0.317 -1.689 -0.794
H -1.450 -0.153 0.512
H 1.035 0.954 0.786
H 0.466 0.119 -1.715
```

## Properties
**Spin multiplicity**: 1
**Energy relative to the best compared isomer or geometry (same formula, charge and spin)**: 91.02 kcal per mole
**Charge**: 0
**Orbital gap**: 11.39 eV
**Strongest force on any atom**: 5.33 eV Å⁻¹
**Structure (SMILES)**: OC(O)NF

Results of the Mulliken charge analysis, in e, for atoms 1 through 5: -0.535, 0.412, -0.418, -0.335, -0.173

---

9.
The molecule C18H17ClN4O3S, computed with the ωB97M-V functional and the def2-TZVPD basis.

```
44
C18H17ClN4O3S | OMol25 | the ωB97M-V functional and the def2-TZVPD basis
O -1.295 -0.788 1.292
C -1.854 -0.737 0.083
C -0.784 -0.557 -0.988
N 0.425 -0.118 -0.657
C 0.599 1.035 0.249
O -0.269 1.809 0.055
S 2.174 1.245 0.625
C 2.724 -0.071 -0.096
C 3.829 -1.055 -0.217
C 5.222 -0.577 0.567
C 5.355 0.662 1.178
C 6.600 0.824 1.589
C 7.708 0.046 1.460
C 7.417 -1.239 0.935
C 6.267 -1.366 0.372
Cl 6.081 -2.957 -0.404
C 1.451 -0.765 -0.661
O 1.614 -1.994 -1.213
N -3.157 -1.121 -0.233
C -3.919 -1.150 0.764
C -5.153 -0.444 0.858
C -4.884 0.984 0.634
N -4.540 1.464 -0.585
C -5.261 1.195 -1.726
C -4.372 1.891 -2.821
N -3.089 1.971 -2.333
C -3.269 1.688 -0.949
H -1.245 0.406 -1.655
H -0.654 -1.176 -1.705
H 3.934 -2.002 -0.625
H 4.604 1.305 1.181
H 6.734 1.798 2.419
H 8.615 0.254 1.838
H 8.180 -2.119 0.844
H -3.367 -1.013 -1.150
H -3.409 -1.223 1.927
H -4.152 -2.402 0.774
H -5.697 -0.726 0.097
H -5.788 -0.729 1.541
H -4.135 1.306 1.537
H -5.973 1.464 0.887
H -6.208 0.978 -1.878
H -4.520 1.739 -3.662
H -2.538 2.263 -0.148
```

## Properties
**Spin multiplicity**: 1
**Energy relative to the best compared isomer or geometry (same formula, charge and spin)**: 380.85 kcal per mole
**Charge**: 0
**Orbital gap**: 7.70 eV
**Strongest force on any atom**: 17.77 eV Å⁻¹
**Structure (SMILES)**: O=C(CN1C(=O)S/C(=C\c2ccccc2Cl)C1=O)NCCCn1ccnc1

Results of the Mulliken charge analysis, in e, for atoms 1 through 5: -0.735, 0.654, -1.366, 0.175, 0.549

---

10.
A 2-piece molecular cluster, C4H5NO3 overall, computed with the ωB97M-V functional and the def2-TZVPD basis.

```
13
C4H5NO3 | OMol25 | the ωB97M-V functional and the def2-TZVPD basis
C 0.640 1.478 0.082
C -0.163 0.263 0.115
C 0.741 -1.105 0.012
C -1.399 -1.033 -1.077
H 0.853 2.003 2.550
H -1.000 0.338 0.891
H 0.139 -1.899 0.369
H 2.045 -1.110 0.130
H -2.027 -0.196 -1.177
N -0.046 -0.512 -1.175
O 0.779 2.302 1.145
O 1.233 1.714 -0.977
O -1.797 -2.242 -0.887
```

## Properties
**Spin multiplicity**: 1
**Energy relative to the best compared isomer or geometry (same formula, charge and spin)**: 152.35 kcal per mole
**Charge**: 0
**Orbital gap**: 8.89 eV
**Strongest force on any atom**: 6.15 eV Å⁻¹

Results of the Mulliken charge analysis, in e, for atoms 1 through 5: 0.445, -0.010, -0.448, 0.098, 0.424

---

11.
The molecule C5H8S, computed with the ωB97M-V functional and the def2-TZVPD basis.

```
14
C5H8S | OMol25 | the ωB97M-V functional and the def2-TZVPD basis
C -1.555 0.471 0.552
C -0.019 0.188 0.706
C 0.810 0.831 -0.529
C 1.020 -0.531 -1.007
S 2.138 -1.486 0.036
C 0.325 -1.158 0.107
H -1.699 0.743 -0.555
H -1.813 1.308 1.291
H -2.169 -0.383 0.970
H 0.338 0.273 1.770
H 0.182 1.483 -1.161
H 1.765 1.235 -0.287
H 0.868 -0.872 -2.025
H -0.191 -2.102 0.132
```

## Properties
**Spin multiplicity**: 1
**Energy relative to the best compared isomer or geometry (same formula, charge and spin)**: 39.21 kcal per mole
**Charge**: 0
**Orbital gap**: 9.79 eV
**Strongest force on any atom**: 3.32 eV Å⁻¹
**Structure (SMILES)**: C[C@@H]1C[C@H]2S[C@@H]12

Results of the Mulliken charge analysis, in e, for atoms 1 through 5: -1.110, 0.293, -1.028, -0.035, -0.187

---

12.
The molecule C9H11N3O, computed with the ωB97M-V functional and the def2-TZVPD basis.

```
24
C9H11N3O | OMol25 | the ωB97M-V functional and the def2-TZVPD basis
C 1.881 3.225 1.091
C 0.624 2.721 1.069
C 2.022 1.275 0.228
C -1.927 0.763 0.956
C -0.338 0.601 0.310
C -2.458 -0.524 0.652
C -0.328 -0.788 -0.326
C -0.259 -0.674 -1.902
C 0.502 -1.791 0.497
N 2.757 2.261 0.540
N -3.657 -0.766 0.998
N 0.679 1.501 0.503
O -1.650 -1.291 -0.137
H 2.311 4.198 1.470
H -0.345 3.049 1.302
H 2.214 0.332 -0.158
H -2.338 1.674 1.230
H -1.070 -0.065 -2.102
H -0.135 -1.679 -2.239
H 0.787 -0.242 -2.183
H 1.433 -2.170 -0.098
H -0.084 -2.704 0.516
H 0.748 -1.530 1.532
H -4.010 -1.641 0.628
```

## Properties
**Spin multiplicity**: 3
**Energy relative to the best compared isomer or geometry (same formula, charge and spin)**: 0.00 kcal per mole
**Charge**: 0
**Orbital gap (spin up / spin down)**: 7.40 / 7.44 eV
**Strongest force on any atom**: 6.15 eV Å⁻¹

Results of the Mulliken charge analysis, in e, for atoms 1 through 5: -0.492, -0.249, -0.072, -0.544, 0.286